The following is a DFT calculation (ωB97M-V/def2-TZVPD) of a 12-piece molecular cluster, C48H96O12 overall.

## Properties
- Total energy: -75895.398 eV
- HOMO energy: -9.174 eV
- Gap between HOMO and LUMO: 9.62 eV
- LUMO level: 0.444 eV
- Total charge: 0
- ΔE to the lowest compared entry with this formula, charge and spin: 3.007 eV
- SMILES: C1CCOC1.C1CCOC1.C1CCOC1.C1CCOC1.C1CCOC1.C1CCOC1.C1CCOC1.C1CCOC1.C1CCOC1.C1CCOC1.C1CCOC1.C1CCOC1

Each line ends with the Mulliken charge.
Atoms and positions in Å:
C (4.14214, -3.64725, 0.26439)  -0.49
C (4.08626, -5.07303, -0.18892)  -0.90
C (2.57143, -5.38826, -0.08324)  -0.41
O (1.99748, -4.16934, -0.58830)  -0.17
C (2.74734, -3.13399, -0.05973)  0.34
H (4.91634, -3.06472, -0.23497)  0.28
H (4.38184, -3.59408, 1.32638)  0.36
H (4.75943, -5.77106, 0.30876)  0.42
H (4.51197, -5.16200, -1.18839)  0.31
H (2.22066, -5.60934, 0.92481)  0.08
H (2.29099, -6.25671, -0.67929)  0.37
H (2.26026, -2.68840, 0.80762)  -0.02
H (2.79267, -2.29654, -0.75595)  -0.15
C (2.16422, 3.69155, 5.96591)  -0.33
C (2.60555, 2.39671, 5.30977)  -0.68
C (2.04005, 2.46062, 3.87366)  0.20
O (1.93794, 3.85685, 3.61927)  -0.46
C (2.11891, 4.66553, 4.82007)  -0.05
H (2.88755, 3.96160, 6.73531)  0.35
H (1.17458, 3.57666, 6.40807)  0.13
H (2.26651, 1.51765, 5.85789)  0.38
H (3.68497, 2.28892, 5.20329)  0.31
H (1.03377, 2.04421, 3.91964)  -0.02
H (2.57331, 1.86340, 3.13403)  0.08
H (1.25026, 5.31856, 4.90436)  -0.17
H (3.00307, 5.28713, 4.67875)  0.36
C (-1.90539, 1.58581, -3.73467)  1.71
C (-2.33998, 1.61834, -5.19085)  -0.41
C (-3.50459, 2.61089, -5.23810)  -0.67
O (-3.32417, 3.45333, -4.08592)  -0.50
C (-2.83833, 2.64752, -3.05163)  -0.60
H (-0.85802, 1.86689, -3.62458)  -0.79
H (-2.03715, 0.61919, -3.24847)  -0.46
H (-2.75570, 0.64068, -5.43470)  0.17
H (-1.50294, 1.89120, -5.83350)  0.33
H (-4.47417, 2.11716, -5.17287)  0.35
H (-3.43339, 3.23437, -6.12933)  0.35
H (-3.60546, 2.24100, -2.39257)  0.34
H (-2.24329, 3.28856, -2.40118)  0.25
C (-0.67223, -0.39298, -0.55704)  0.99
C (-0.63485, 1.06625, -0.18750)  1.00
C (-0.47998, 1.11049, 1.34515)  -0.35
O (-0.09100, -0.21551, 1.70217)  -0.26
C (-0.64464, -1.11661, 0.78507)  0.98
H (0.18083, -0.55973, -1.21474)  -1.13
H (-1.52840, -0.67414, -1.17026)  0.15
H (-1.55279, 1.59469, -0.44488)  0.09
H (0.22041, 1.48215, -0.72010)  -0.73
H (-1.42192, 1.40403, 1.80851)  -0.24
H (0.14431, 1.91889, 1.72576)  0.36
H (-1.63867, -1.42962, 1.10449)  -0.51
H (0.01344, -1.97746, 0.66688)  -0.59
C (-1.08009, -2.83310, -3.32064)  2.09
C (-0.11418, -3.94722, -3.79323)  -0.28
C (-0.14327, -3.70697, -5.30682)  -0.60
O (-1.12794, -2.76425, -5.55817)  -0.42
C (-2.04312, -2.67570, -4.44936)  -0.62
H (-0.58292, -1.87689, -3.15756)  -1.05
H (-1.53491, -3.00687, -2.34543)  -0.64
H (-0.66868, -4.86498, -3.59739)  0.28
H (0.83933, -3.78495, -3.29065)  0.05
H (-0.44168, -4.66503, -5.73246)  0.36
H (0.81175, -3.39140, -5.72690)  0.30
H (-2.85024, -3.40817, -4.43818)  0.31
H (-2.59233, -1.73608, -4.38968)  0.23
C (0.72154, -3.49664, 4.38228)  -0.59
C (-0.56926, -3.92564, 4.97221)  -0.23
C (-0.40210, -5.39887, 5.04179)  -0.64
O (0.24933, -5.69218, 3.79149)  -0.51
C (0.97337, -4.54310, 3.33581)  0.81
H (1.55373, -3.38059, 5.07659)  0.37
H (0.75082, -2.50619, 3.92811)  0.14
H (-1.43459, -3.71648, 4.34329)  0.04
H (-0.57927, -3.59486, 6.01076)  0.39
H (-1.36237, -5.91308, 5.08122)  0.35
H (0.17414, -5.75405, 5.89613)  0.33
H (0.51486, -4.16310, 2.42286)  -0.68
H (2.04715, -4.72650, 3.29781)  0.30
C (1.13260, 4.11768, -2.71121)  0.65
C (2.32994, 4.96170, -2.55676)  -0.45
C (2.02640, 6.18036, -3.41396)  -0.57
O (0.88358, 5.83943, -4.22494)  -0.49
C (0.64519, 4.47695, -4.08533)  -0.01
H (0.38850, 4.50782, -2.01679)  0.23
H (1.27714, 3.06892, -2.45180)  -0.66
H (3.18310, 4.40204, -2.94016)  0.03
H (2.54288, 5.17712, -1.50970)  0.45
H (2.81003, 6.48184, -4.10906)  0.30
H (1.71304, 7.04431, -2.82786)  0.25
H (1.24536, 3.97797, -4.84619)  0.17
H (-0.42995, 4.33538, -4.19545)  0.06
C (-1.53098, 4.64781, 4.93954)  0.23
C (-2.70402, 4.14979, 4.16517)  -0.28
C (-3.67447, 5.33600, 4.23602)  -0.55
O (-2.85476, 6.49919, 4.31724)  -0.43
C (-1.74720, 6.17243, 5.15893)  -0.55
H (-0.64368, 4.44296, 4.34052)  -0.27
H (-1.30494, 4.22188, 5.91708)  0.35
H (-3.11552, 3.27000, 4.65990)  0.22
H (-2.48782, 3.79456, 3.15761)  0.01
H (-4.35596, 5.26995, 5.08415)  0.26
H (-4.43218, 5.38834, 3.45420)  0.40
H (-2.06407, 6.44818, 6.16474)  0.28
H (-0.78463, 6.62272, 4.91644)  0.30
C (-4.54948, -0.85388, 2.78015)  0.18
C (-5.97420, -1.00307, 3.30359)  -0.70
C (-6.86876, -0.53293, 2.16284)  -0.46
O (-6.10642, 0.57657, 1.71612)  -0.52
C (-4.69967, 0.23397, 1.72162)  0.08
H (-4.22689, -1.77415, 2.29317)  -0.24
H (-3.88602, -0.57241, 3.59788)  0.35
H (-6.11575, -0.46428, 4.24049)  0.29
H (-6.17824, -2.04539, 3.54862)  0.35
H (-7.82313, -0.21276, 2.58089)  0.33
H (-7.03027, -1.29579, 1.40123)  0.28
H (-4.16901, 1.14352, 2.00308)  -0.13
H (-4.41356, -0.07109, 0.71505)  0.20
C (5.96990, 1.78282, -0.27425)  -0.74
C (4.66763, 1.06416, 0.27202)  -0.23
C (3.51860, 1.74255, -0.52907)  0.41
O (4.15773, 2.48088, -1.58946)  -0.21
C (5.54638, 2.05759, -1.73725)  -0.60
H (6.76631, 1.03925, -0.30500)  0.37
H (6.30179, 2.70002, 0.21226)  0.30
H (4.49730, 1.12405, 1.34697)  0.30
H (4.74458, -0.00013, 0.04957)  -0.10
H (2.94283, 2.37157, 0.14983)  0.26
H (2.87529, 0.94302, -0.89651)  -0.34
H (6.15842, 2.86113, -2.14690)  0.34
H (5.59608, 1.19008, -2.39532)  0.30
C (-1.40501, -5.32014, 0.15120)  0.39
C (-2.60645, -5.71180, -0.68521)  -0.84
C (-3.54261, -4.51587, -0.58032)  -0.42
O (-3.02884, -3.70309, 0.46306)  -0.39
C (-2.03474, -4.45077, 1.23006)  0.50
H (-0.68972, -4.71697, -0.40796)  -0.42
H (-0.97388, -6.23743, 0.55222)  0.47
H (-3.03835, -6.61627, -0.25686)  0.34
H (-2.32775, -5.97939, -1.70445)  0.31
H (-4.54735, -4.82964, -0.29722)  0.38
H (-3.50795, -4.01478, -1.54769)  0.18
H (-2.49733, -5.07558, 1.99407)  0.18
H (-1.38926, -3.73311, 1.73645)  -0.61
C (2.17532, 0.98404, -5.23696)  -0.12
C (1.73766, -0.47978, -5.15933)  -0.12
C (2.59216, -1.04384, -4.04382)  0.22
O (3.68381, -0.15252, -3.90456)  -0.51
C (3.11813, 1.15301, -4.07917)  0.32
H (1.29739, 1.62734, -5.17781)  -0.16
H (2.72210, 1.12142, -6.16985)  0.25
H (1.81417, -1.01802, -6.10408)  0.29
H (0.68019, -0.49369, -4.89542)  -0.13
H (2.88394, -2.08107, -4.20852)  0.50
H (2.06261, -1.08812, -3.09213)  -0.55
H (3.86243, 1.91851, -4.29851)  0.43
H (2.60981, 1.50978, -3.18338)  -0.56

Forces on atoms 1 to 2 (eV/Å):
C 0.74 0.48 0.56
C 0.26 -1.24 -0.14